Density functional theory data (ωB97M-V with the def2-TZVPD basis set) for the molecule C4H8O at a distorted geometry.

```
13
Properties=species:S:1:pos:R:3
C 0.395 1.401 -1.342
C 0.359 0.113 -0.617
C -0.622 -0.781 -0.590
O -0.716 -1.583 0.505
C -0.200 -0.927 1.730
H 1.220 1.445 -2.053
H 0.535 2.220 -0.620
H -0.556 1.578 -1.849
H 1.198 -0.150 0.013
H -1.338 -0.952 -1.400
H 0.671 -0.236 1.761
H -1.030 -0.346 2.139
H 0.084 -1.782 2.323
```

Values from the calculation:
largest force on an atom: 1.271 eV/A
HOMO-LUMO gap: 9.3 eV
SMILES string: C/C=C/OC
HOMO level: -8.215 eV

natural (NBO) atomic charge list, values in e, 2 entries: atom 1 (C): -0.632, atom 2 (C): -0.301